123
Properties=species:S:1:pos:R:3 method="wB97M-V/def2-TZVPD" fmax_ha_per_bohr=0.098 charge=+1 homo_lumo_gap_ev="4.89 / 5.60" e_tot_ev=-228310.391 spin_multiplicity=4
C 2.66 -6.13 0.47
C 1.47 -5.28 -0.11
Br 2.04 -3.96 -1.46
C 0.50 -4.66 0.97
Br 0.45 -5.69 2.66
N 0.66 -3.20 1.19
C -0.32 -2.29 0.93
C -1.73 -2.50 0.42
C -1.83 -3.28 -0.95
O -2.45 -4.54 -0.72
C -3.86 -4.44 -0.59
C -4.34 -5.32 0.62
F -3.26 -6.04 1.06
F -5.35 -6.15 0.32
F -4.74 -4.55 1.67
N 0.16 -1.02 1.21
N 1.37 -1.17 1.66
N 1.67 -2.44 1.66
S 3.24 -2.97 2.20
O 4.10 -3.35 1.12
O 3.20 -3.90 3.28
C 4.01 -1.40 2.90
F 3.26 -0.83 3.84
F 5.12 -1.83 3.52
F 4.41 -0.55 1.93
H 3.51 -6.07 -0.25
H 3.05 -5.75 1.43
H 2.38 -7.20 0.60
H 0.85 -6.01 -0.68
H -0.53 -4.78 0.56
H -2.19 -1.49 0.31
H -2.34 -3.00 1.22
H -2.40 -2.70 -1.71
H -0.82 -3.49 -1.36
H -4.40 -4.83 -1.49
H -4.23 -3.41 -0.42
C 7.85 1.38 2.32
C 6.80 2.46 2.67
C 5.92 2.71 1.44
C 6.66 3.46 0.34
C 7.28 4.75 0.86
C 8.11 4.58 2.14
N 7.45 3.71 3.16
O 6.53 4.43 3.77
C 9.50 4.00 1.80
C 8.43 5.98 2.69
C 5.96 1.79 3.77
H 7.40 0.39 2.29
H 8.31 1.52 1.35
H 8.64 1.35 3.08
H 5.03 3.29 1.73
H 5.54 1.76 1.05
H 7.43 2.82 -0.11
H 5.96 3.69 -0.47
H 7.90 5.19 0.08
H 6.47 5.46 1.05
H 10.06 3.76 2.71
H 10.10 4.72 1.24
H 9.47 3.11 1.18
H 7.53 6.58 2.84
H 9.05 6.53 1.99
H 8.97 5.92 3.64
H 6.58 1.54 4.64
H 5.51 0.88 3.41
H 5.13 2.42 4.12
C -8.01 -6.09 -1.19
C -8.86 -4.82 -1.40
C -10.31 -5.11 -0.98
C -11.02 -6.04 -1.96
C -10.95 -5.51 -3.39
C -9.53 -5.12 -3.84
N -8.77 -4.34 -2.82
O -9.20 -3.10 -2.85
C -8.73 -6.38 -4.23
C -9.66 -4.35 -5.17
C -8.24 -3.80 -0.43
H -7.80 -6.24 -0.13
H -8.49 -7.00 -1.52
H -7.04 -6.00 -1.70
H -10.87 -4.17 -0.91
H -10.32 -5.55 0.02
H -10.61 -7.05 -1.91
H -12.07 -6.13 -1.66
H -11.36 -6.25 -4.07
H -11.60 -4.63 -3.46
H -7.68 -6.13 -4.44
H -9.14 -6.84 -5.13
H -8.74 -7.16 -3.47
H -10.33 -3.50 -5.09
H -10.07 -5.00 -5.95
H -8.69 -4.00 -5.52
H -7.19 -3.62 -0.67
H -8.30 -4.18 0.59
H -8.76 -2.84 -0.43
C 2.82 7.62 0.97
C 1.87 6.41 0.79
C 2.70 5.17 0.44
C 3.26 5.23 -0.98
C 2.15 5.49 -2.00
C 1.24 6.67 -1.66
N 0.82 6.70 -0.23
O -0.15 5.81 -0.07
C 1.93 8.01 -2.01
C 0.03 6.63 -2.62
C 1.26 6.23 2.20
H 3.36 7.55 1.91
H 3.59 7.69 0.20
H 2.26 8.56 0.98
H 2.08 4.27 0.53
H 3.52 5.05 1.15
H 4.03 6.00 -1.06
H 3.75 4.28 -1.22
H 2.61 5.64 -2.99
H 1.55 4.57 -2.09
H 1.34 8.86 -1.67
H 2.04 8.11 -3.09
H 2.93 8.10 -1.61
H -0.49 5.66 -2.59
H 0.36 6.77 -3.65
H -0.69 7.41 -2.38
H 0.72 7.13 2.50
H 2.05 6.05 2.93
H 0.58 5.38 2.26

***

120
Properties=species:S:1:pos:R:3 method="wB97M-V/def2-TZVPD" fmax_ha_per_bohr=0.131 charge=0 homo_lumo_gap_ev=8.21 e_tot_ev=-78177.239 smiles="CC1(C)CCCC(C)(C)N1O.CC1(C)CCCC(C)(C)N1O.O=C1OC[C@@H](F)O1.O=C1OC[C@@H](F)O1.O=C1OC[C@@H](F)O1.CC(C)=O.CC(C)=O.CC(C)=O"
C 3.92 2.12 5.30
C 5.32 1.65 5.83
C 6.03 2.95 6.14
C 5.08 0.84 7.22
C 6.26 -0.03 7.66
C 6.94 -0.83 6.49
C 7.13 -0.06 5.11
C 8.35 0.83 5.16
C 7.36 -1.25 4.08
N 5.91 0.75 4.83
O 5.97 1.38 3.57
H 3.19 1.31 5.24
H 3.50 2.88 5.96
H 3.90 2.52 4.29
H 5.37 3.46 6.83
H 6.95 2.75 6.68
H 6.26 3.57 5.27
H 5.03 1.60 8.00
H 4.18 0.23 7.16
H 6.99 0.63 8.14
H 5.89 -0.62 8.49
H 6.38 -1.74 6.32
H 7.92 -1.16 6.85
H 8.55 1.23 6.16
H 8.42 1.63 4.42
H 9.22 0.21 4.96
H 6.49 -1.91 4.13
H 8.22 -1.87 4.35
H 7.47 -0.90 3.05
H 5.50 0.75 3.03
C -10.95 1.73 -3.65
C -9.87 0.69 -3.33
C -10.32 -0.10 -2.16
C -9.79 -0.29 -4.57
C -8.89 0.13 -5.69
C -7.46 0.53 -5.17
C -7.56 1.73 -4.11
C -6.14 1.72 -3.50
C -7.80 3.10 -4.75
N -8.53 1.34 -3.09
O -8.52 2.14 -1.99
H -11.91 1.22 -3.79
H -11.15 2.40 -2.81
H -10.75 2.33 -4.53
H -10.69 0.56 -1.38
H -11.15 -0.80 -2.27
H -9.53 -0.74 -1.76
H -9.44 -1.29 -4.33
H -10.78 -0.46 -4.98
H -8.88 -0.54 -6.54
H -9.30 1.05 -6.11
H -6.95 0.84 -6.09
H -6.80 -0.27 -4.83
H -6.15 2.56 -2.81
H -5.31 1.97 -4.16
H -5.87 0.83 -2.93
H -7.10 3.39 -5.53
H -7.68 3.87 -3.99
H -8.80 3.21 -5.19
H -9.01 2.92 -2.29
O -6.59 1.98 4.57
C -6.15 0.98 3.92
O -5.04 1.13 3.14
C -4.71 -0.19 2.79
C -6.09 -0.79 2.57
F -6.05 -2.12 2.56
O -6.68 -0.25 3.71
H -4.22 -0.29 1.82
H -4.18 -0.77 3.54
H -6.58 -0.41 1.67
O 3.77 -5.76 -7.25
C 4.36 -4.90 -6.58
O 3.97 -3.72 -6.37
C 4.95 -2.94 -5.67
C 5.68 -4.09 -4.95
F 5.12 -4.09 -3.69
O 5.31 -5.18 -5.78
H 5.50 -2.37 -6.41
H 4.49 -2.23 -4.98
H 6.74 -3.90 -4.79
O 2.47 -6.13 6.48
C 2.27 -5.41 5.48
O 2.15 -5.96 4.24
C 1.86 -4.99 3.28
C 1.98 -3.74 4.11
F 1.01 -2.85 3.85
O 1.82 -4.17 5.43
H 2.68 -4.98 2.56
H 0.84 -5.05 2.89
H 2.96 -3.28 4.07
C 7.81 8.87 -2.25
C 7.15 7.69 -1.54
C 7.58 7.48 -0.11
O 6.30 7.04 -2.11
H 7.44 9.82 -1.88
H 7.70 8.88 -3.34
H 8.89 8.76 -2.15
H 8.64 7.22 -0.15
H 6.98 6.71 0.37
H 7.42 8.43 0.39
C -2.07 -6.11 -4.81
C -2.74 -5.80 -3.46
C -4.25 -5.60 -3.51
O -2.16 -5.89 -2.39
H -1.08 -6.57 -4.75
H -1.81 -5.15 -5.26
H -2.55 -6.83 -5.46
H -4.40 -4.93 -4.36
H -4.70 -5.16 -2.63
H -4.83 -6.49 -3.77
C 2.13 1.71 -1.40
C 2.15 0.19 -1.27
C 0.96 -0.46 -1.91
O 2.93 -0.45 -0.68
H 3.01 2.22 -1.80
H 1.95 2.16 -0.43
H 1.27 2.07 -1.97
H 1.18 -1.53 -1.98
H 0.64 -0.06 -2.87
H 0.21 -0.39 -1.12

***

115
Properties=species:S:1:pos:R:3 method="wB97M-V/def2-TZVPD" fmax_ha_per_bohr=0.078 charge=0 homo_lumo_gap_ev=7.96 e_tot_ev=-95053.476 smiles="CCN(CC)C(=S)SCCC[C@H]1[C@@H](CCCC(=O)O)C(=O)N[C@@]1(CN)/C(I)=C(/C)I.C1CCOC1.C1CCOC1.C1CCOC1.C1CCOC1"
C 5.39 1.51 -3.93
C 5.34 -0.07 -3.64
N 3.97 -0.49 -3.13
C 4.04 -0.27 -1.66
C 2.73 -0.75 -0.86
C 3.85 -1.91 -3.49
S 4.54 -3.14 -2.54
S 2.98 -2.37 -5.05
C 1.17 -1.85 -4.93
C 0.35 -3.15 -4.47
C -1.15 -2.83 -3.97
C -1.14 -1.98 -2.62
C -1.81 -0.53 -2.54
C -3.20 -0.24 -3.26
C -3.30 1.24 -3.90
C -4.47 2.13 -3.23
C -3.92 3.45 -2.51
O -2.94 4.09 -2.91
O -4.59 3.94 -1.35
C -1.72 -0.35 -0.93
O -2.04 0.73 -0.38
N -1.18 -1.58 -0.27
C -1.41 -2.75 -1.20
C -0.36 -3.95 -1.13
N 1.06 -3.48 -0.94
C -2.88 -3.38 -0.99
I -4.37 -3.54 -2.60
C -3.33 -3.88 0.27
C -4.78 -4.54 0.49
I -2.09 -3.80 2.06
H 5.68 1.64 -5.02
H 6.18 2.00 -3.27
H 4.35 1.95 -3.75
H 6.19 -0.40 -2.95
H 5.50 -0.63 -4.64
H 4.09 0.87 -1.51
H 4.99 -0.68 -1.17
H 2.47 0.03 -0.06
H 1.84 -0.90 -1.55
H 3.02 -1.72 -0.32
H 0.90 -1.56 -6.01
H 1.07 -0.97 -4.21
H 0.93 -3.80 -3.73
H 0.23 -3.79 -5.42
H -1.63 -3.84 -3.75
H -1.77 -2.32 -4.79
H -0.03 -1.73 -2.49
H -1.06 0.20 -3.01
H -4.03 -0.34 -2.48
H -3.33 -0.97 -4.14
H -2.31 1.80 -3.90
H -3.61 1.12 -5.00
H -5.23 2.49 -4.01
H -5.08 1.53 -2.47
H -4.66 3.23 -0.67
H -0.17 -1.39 -0.16
H -0.36 -4.61 -2.08
H -0.55 -4.68 -0.27
H 1.38 -3.81 -0.01
H 1.62 -3.98 -1.64
H -5.58 -3.74 0.65
H -5.05 -5.30 -0.32
H -4.75 -5.14 1.47
C 1.36 -0.66 4.98
C 1.61 -1.07 3.54
C 1.23 -2.53 3.56
O 0.21 -2.69 4.55
C 0.13 -1.48 5.32
H 1.20 0.41 5.11
H 2.20 -0.96 5.60
H 0.94 -0.51 2.87
H 2.64 -0.90 3.21
H 2.08 -3.16 3.85
H 0.86 -2.88 2.59
H -0.78 -0.96 5.04
H 0.08 -1.73 6.39
C 7.99 4.81 -7.80
C 6.77 4.46 -8.62
C 6.23 3.25 -7.88
O 6.58 3.43 -6.50
C 7.52 4.50 -6.39
H 8.32 5.85 -7.92
H 8.82 4.16 -8.07
H 6.05 5.28 -8.59
H 6.99 4.24 -9.67
H 6.70 2.32 -8.23
H 5.15 3.15 -7.97
H 7.00 5.36 -5.95
H 8.34 4.21 -5.73
C -4.80 -2.12 6.34
C -4.78 -1.01 7.37
C -3.31 -0.65 7.42
O -2.78 -0.91 6.11
C -3.74 -1.66 5.36
H -5.77 -2.28 5.87
H -4.49 -3.07 6.81
H -5.37 -0.16 7.00
H -5.18 -1.31 8.34
H -2.77 -1.28 8.14
H -3.15 0.40 7.68
H -4.16 -0.99 4.60
H -3.25 -2.50 4.85
C -2.69 5.03 8.71
C -2.41 4.63 7.28
C -2.77 3.16 7.29
O -3.81 2.99 8.26
C -3.91 4.19 9.04
H -2.86 6.10 8.84
H -1.85 4.73 9.35
H -3.08 5.17 6.60
H -1.38 4.81 6.96
H -1.92 2.54 7.59
H -3.13 2.80 6.31
H -4.83 4.71 8.74
H -3.98 3.94 10.10

***

121
Properties=species:S:1:pos:R:3 method="wB97M-V/def2-TZVPD" fmax_ha_per_bohr=0.086 charge=-1 homo_lumo_gap_ev=0.89 e_tot_ev=-143920.281
C -6.14 6.41 5.56
C -5.65 6.56 7.17
N -4.25 6.08 7.43
C -3.20 6.86 7.82
C -2.09 6.04 7.92
N -2.48 4.76 7.81
C -3.76 4.77 7.24
C -1.77 3.52 8.19
H -5.72 7.22 4.96
H -7.21 6.22 5.46
H -5.80 5.47 5.14
H -6.27 5.85 7.71
H -5.71 7.62 7.44
H -3.36 7.91 7.99
H -1.02 6.19 7.99
H -4.42 3.94 7.02
H -1.07 3.59 9.03
H -1.40 3.05 7.28
H -2.50 2.83 8.61
C -11.72 -8.73 -4.03
C -11.07 -7.69 -3.06
N -9.88 -8.26 -2.40
C -9.88 -8.61 -1.04
C -8.59 -9.04 -0.79
N -7.90 -8.95 -2.01
C -8.63 -8.38 -2.98
C -6.56 -9.39 -2.25
H -12.40 -8.29 -4.76
H -12.23 -9.54 -3.51
H -10.83 -9.17 -4.46
H -11.93 -7.40 -2.47
H -10.92 -6.69 -3.46
H -10.78 -8.50 -0.46
H -8.16 -9.47 0.10
H -8.35 -8.11 -3.99
H -6.36 -9.66 -3.29
H -6.23 -10.13 -1.52
H -5.80 -8.66 -1.94
C 9.73 -2.41 4.07
C 10.17 -3.80 4.34
N 11.51 -4.06 4.13
C 12.19 -4.80 5.03
C 13.47 -4.78 4.51
N 13.53 -4.05 3.36
C 12.27 -3.72 3.07
C 14.62 -3.88 2.47
H 10.11 -1.62 4.73
H 8.65 -2.32 4.08
H 10.04 -1.95 3.14
H 9.68 -4.26 3.48
H 9.95 -4.26 5.31
H 11.69 -5.13 5.93
H 14.34 -5.24 4.95
H 11.95 -3.19 2.18
H 15.46 -4.50 2.79
H 14.99 -2.86 2.59
H 14.28 -3.97 1.44
C 1.53 -2.50 3.81
C 1.04 -1.63 2.59
N 0.99 -2.29 1.26
C 2.11 -2.44 0.52
C 1.79 -3.21 -0.57
N 0.36 -3.37 -0.61
C -0.14 -2.78 0.52
C -0.29 -4.24 -1.53
H 2.49 -2.97 3.60
H 0.89 -3.37 3.97
H 1.65 -1.96 4.75
H 1.77 -0.83 2.48
H 0.01 -1.29 2.64
H 3.06 -2.19 0.96
H 2.41 -3.65 -1.34
H -1.13 -2.92 0.92
H -1.37 -4.24 -1.36
H 0.14 -5.24 -1.49
H -0.15 -3.87 -2.55
C 0.18 1.06 -7.25
C -0.50 2.29 -6.57
N -1.14 3.31 -7.34
C -2.44 3.81 -7.07
C -2.67 4.80 -8.00
N -1.56 4.93 -8.84
C -0.55 4.08 -8.34
C -1.33 5.93 -9.88
H 0.91 0.61 -6.57
H 0.97 1.39 -7.92
H -0.42 0.24 -7.64
H 0.28 2.78 -5.99
H -1.21 1.97 -5.81
H -3.08 3.43 -6.29
H -3.55 5.42 -8.14
H 0.50 3.94 -8.51
H -1.50 6.84 -9.30
H -2.14 5.77 -10.59
H -0.34 5.96 -10.35
C 1.63 9.43 -3.77
C 0.88 8.11 -4.06
N 0.76 7.23 -2.96
C 1.64 6.28 -2.51
C 1.08 5.74 -1.38
N 0.06 6.60 -0.97
C -0.24 7.38 -2.06
C -0.64 6.75 0.27
H 1.78 10.09 -4.62
H 2.60 9.26 -3.29
H 1.02 9.90 -3.00
H 1.60 7.54 -4.64
H -0.07 8.10 -4.61
H 2.50 6.03 -3.11
H 1.45 4.84 -0.90
H -0.99 8.15 -2.19
H -1.60 7.22 0.06
H -0.03 7.35 0.95
H -0.80 5.71 0.55
Cl 4.16 -6.84 2.81
Cl -1.85 -4.97 9.16
Cl 6.24 2.13 -0.50
Cl 5.00 3.23 6.21
Cl 1.23 -10.73 -1.35
Cl -5.78 -0.34 2.59
Cl 4.23 -7.20 -5.95